No. 1
Molecular formula: C34H69N11O16P4
Method: DFT, wB97M-V/def2-TZVPD

For the max |F|, the calculation gives 0.0723 hartree/bohr. The value obtained for the lowest unoccupied orbital energy is 0.336 eV. As for the highest occupied orbital energy: -0.38034 hartree.

```
! wB97M-V def2-TZVPD RIJCOSX def2/J DEFGRID3
* xyz 0 1
C 14.24295 15.97333 9.64461
C 14.11735 14.57106 9.21193
N 14.04499 13.43605 9.11844
H 14.43507 15.98283 10.73240
H 13.26193 16.40331 9.40986
H 15.00636 16.57512 9.17487
C 12.97768 23.13809 13.61552
C 14.19398 23.45473 12.95569
N 15.16639 23.70633 12.37500
H 12.85495 23.60293 14.57077
H 12.87822 22.05950 13.81350
H 12.13684 23.37334 12.96282
C 13.33008 11.99370 19.85022
C 14.55001 12.69346 19.66776
N 15.47352 13.31780 19.40151
H 12.56143 12.70159 20.20813
H 13.36316 11.30634 20.68264
H 12.92389 11.60929 18.90760
C 13.78324 15.73630 13.38824
C 14.75561 16.76580 13.28609
N 15.48782 17.60308 12.93927
H 13.19728 15.70930 12.45906
H 13.24370 15.93825 14.31836
H 14.31770 14.79603 13.43658
C 11.23880 14.18844 17.81680
C 12.48516 14.72870 17.39439
N 13.53379 15.05164 17.14972
H 11.21516 14.11776 18.86653
H 11.03393 13.23083 17.30351
H 10.42312 14.89295 17.57044
C 18.53412 16.99535 11.22089
C 18.59229 17.46799 9.82666
N 18.69053 17.77386 8.72561
H 17.78708 17.51830 11.86647
H 19.43222 17.12116 11.77898
H 18.20298 15.92864 11.11324
C 8.86278 13.81529 14.19050
C 9.77031 14.76154 14.76097
N 10.48128 15.57034 15.17822
H 9.35362 13.00720 13.77951
H 8.46204 14.35561 13.33137
H 8.12247 13.64186 14.92711
C 15.30770 20.55119 11.04665
C 14.01876 20.34594 11.65652
N 13.08444 20.20947 12.30769
H 15.91488 21.14478 11.79602
H 15.14032 21.09129 10.12383
H 15.88148 19.66190 10.85786
C 14.36442 16.51849 20.09332
C 13.29439 15.62791 20.55202
N 12.51533 14.92766 20.99881
H 15.34868 15.99247 19.98273
H 14.36598 17.35717 20.78497
H 14.23583 16.77393 19.04295
C 15.13811 11.66722 16.04333
C 13.93529 11.59281 15.19580
N 12.99497 11.54194 14.53378
H 15.30319 10.67292 16.48161
H 15.08017 12.36290 16.86953
H 15.99196 12.00642 15.43454
C 17.24286 15.30102 16.68291
C 17.78994 16.60687 16.36553
N 18.27562 17.58257 16.07569
H 17.60721 14.83429 17.60027
H 17.39402 14.63932 15.76889
H 16.12672 15.43901 16.66436
C 18.86536 11.93475 13.99595
O 18.64662 12.22503 12.67554
P 17.24919 12.87698 12.30491
O 16.71440 13.80187 13.32860
O 16.36210 11.55433 12.06137
C 14.97021 11.80783 11.76221
O 17.62062 13.51748 10.91537
C 17.80854 12.69512 9.79510
H 18.01126 11.29771 14.38026
H 19.04764 12.82873 14.62877
H 19.77810 11.35644 14.12430
H 14.66038 11.04703 11.05614
H 14.87638 12.75283 11.20230
H 14.36695 11.93019 12.65201
H 17.18394 13.04399 8.94647
H 17.56914 11.70237 9.94836
H 18.85245 12.86083 9.51080
C 11.69830 13.53248 11.87995
O 11.82126 14.52701 10.82268
P 10.54558 15.39934 10.52342
O 9.43900 15.22383 11.46206
O 11.12596 16.78091 10.31969
C 10.62809 17.78376 11.32111
O 10.07886 14.97539 9.07113
C 10.99802 14.48293 8.10879
H 10.70371 13.19932 11.80775
H 11.85253 14.01722 12.86797
H 12.53375 12.81488 11.72470
H 9.63315 17.50289 11.64288
H 10.63132 18.63626 10.74116
H 11.16416 17.97102 12.22053
H 10.46718 13.96450 7.30186
H 11.68141 13.78649 8.42514
H 11.51002 15.30990 7.66731
C 12.25015 19.68842 18.83412
O 13.32215 20.06482 17.89736
P 13.96850 19.17246 16.74485
O 13.82946 17.74224 16.93630
O 13.39352 19.74986 15.36636
C 12.03812 19.26171 15.05180
O 15.36674 19.78661 16.79878
C 16.30852 19.76980 15.66890
H 12.61752 19.94345 19.86154
H 11.98964 18.61818 18.82168
H 11.32516 20.24412 18.63327
H 11.84235 18.26348 15.43999
H 11.88479 19.31289 13.98218
H 11.25438 19.87741 15.54555
H 16.52679 18.77211 15.45690
H 17.20572 20.28819 15.95284
H 15.85347 20.34130 14.83668
C 12.52712 10.54853 8.94480
O 11.36230 10.93101 9.77928
P 10.65471 9.73768 10.58624
O 10.46797 8.43676 9.86862
O 11.57822 9.65061 11.91221
C 11.98806 8.41939 12.57815
O 9.36009 10.54502 11.18348
C 8.50648 10.84888 10.00416
H 12.24917 9.61656 8.40570
H 13.34735 10.30293 9.58086
H 12.77158 11.35346 8.30340
H 12.98984 8.17121 12.22508
H 11.33078 7.70294 12.14667
H 11.86363 8.55028 13.63149
H 8.75044 10.08829 9.26192
H 8.62258 11.82517 9.59180
H 7.42934 10.75196 10.29409
*
```


No. 2
Molecular formula: C19H27Br2Cl2GeMgNO
Method: DFT, wB97M-V/def2-TZVPD

For the max |F|, the calculation gives 0.0075 hartree/bohr. The value obtained for the lowest unoccupied orbital energy is -6.497 eV. As for the highest occupied orbital energy: -0.53053 hartree.

```
! wB97M-V def2-TZVPD RIJCOSX def2/J DEFGRID3
* xyz 2 1
Mg 1.58522 0.15220 -1.79371
C 1.88117 2.91233 -3.84791
C 1.92790 3.18467 -2.37728
C 2.26644 4.45028 -1.87125
C 2.36107 4.63636 -0.52136
C 2.07687 3.57832 0.36958
C 2.14644 3.68390 1.78761
Br 2.68281 5.28554 2.59749
C 1.82369 2.61475 2.57326
C 1.40311 1.39846 1.99380
Br 0.89617 0.00378 3.13239
C 1.32062 1.25702 0.63651
O 0.91694 0.07929 0.02770
C 1.68554 2.35105 -0.19620
N 1.65964 2.17090 -1.56348
H 1.98089 3.82526 -4.42888
H 0.93502 2.44096 -4.12153
H 2.70239 2.25161 -4.14087
H 2.46720 5.25619 -2.56220
H 2.65120 5.59765 -0.11840
H 1.87195 2.69184 3.65023
Cl 4.07615 -0.22767 -1.21805
C 3.93824 -1.87757 -1.86663
Cl 2.26341 -2.12956 -2.50516
H 4.08626 -2.59227 -1.06664
H 4.61731 -1.99182 -2.70226
C -4.28544 -1.22866 0.96012
C -4.10630 -0.37249 -0.28598
C -3.43544 0.97028 -0.01934
C -2.04339 0.86674 0.62222
Ge -0.90990 -0.40776 -0.29739
C -0.98961 -2.33943 -0.15515
C -0.66992 -2.95920 1.20629
C -0.90771 -4.46483 1.21671
C -0.55022 -5.09541 2.55407
H -4.85454 -2.13198 0.74429
H -4.82088 -0.67663 1.73468
H -3.33278 -1.54647 1.39584
H -5.07753 -0.18725 -0.74789
H -3.55071 -0.92924 -1.05610
H -4.06684 1.57043 0.63905
H -3.35092 1.53019 -0.95425
H -2.09363 0.57298 1.67281
H -1.54350 1.83939 0.59048
H -0.73697 -0.04347 -1.85110
H -0.32960 -2.75180 -0.92634
H -2.00089 -2.61941 -0.46818
H -1.27888 -2.48692 1.98539
H 0.36883 -2.74709 1.47301
H -0.32541 -4.92742 0.41327
H -1.95701 -4.66062 0.97738
H 0.49663 -4.91814 2.80952
H -0.70845 -6.17258 2.54005
H -1.16267 -4.68668 3.35977
*
```


No. 3
Molecular formula: C3H5NO
Method: DFT, wB97M-V/def2-TZVPD

As for the structure (SMILES): OC[C@@H]1C=N1. For the max |F|, the calculation gives 0.0701 hartree/bohr. The value obtained for the lowest unoccupied orbital energy is 0.700 eV. As for the highest occupied orbital energy: -0.36808 hartree.

```
! wB97M-V def2-TZVPD RIJCOSX def2/J DEFGRID3
* xyz 0 1
O -0.48149 -0.84120 -1.72265
C 0.09024 -0.87585 -0.44681
C -0.37023 0.12071 0.78043
C 0.31717 1.33064 0.98168
N 0.67577 0.55582 1.89374
H -0.40345 0.00155 -2.13769
H 0.06209 -1.95781 -0.26403
H 1.12726 -0.58210 -0.56393
H -1.42035 -0.04025 0.97761
H 0.40298 2.28850 0.50166
*
```


No. 4
Molecular formula: H11NaO6
Method: DFT, wB97M-V/def2-TZVPD

The expectation value of S² is 0.755. For the max |F|, the calculation gives 0.0167 hartree/bohr. The value obtained for the lowest unoccupied orbital energy (spin up / spin down) is -5.032 / -9.694 eV. As for the highest occupied orbital energy (spin up / spin down): -0.54591 / -0.54590 hartree.

```
! wB97M-V def2-TZVPD RIJCOSX def2/J DEFGRID3
* xyz 1 2
Na 17.55113 4.93424 5.95914
O 17.38695 7.03094 4.60027
H 17.20506 7.95320 4.33404
O 15.09739 5.95175 5.39005
H 14.69423 6.67521 5.86995
H 15.91950 6.31255 5.05810
O 20.32786 7.23761 4.70719
H 19.45330 7.62524 4.74060
H 20.19282 6.37389 4.31734
O 16.03798 10.49058 2.97918
H 16.29470 11.07087 2.26254
H 16.74443 9.84682 3.03151
O 16.98766 8.43509 6.84546
H 17.31001 7.99350 6.05976
H 16.04801 8.25284 6.85475
O 16.52987 5.68512 2.31763
H 17.07362 6.12794 2.96914
H 16.43010 6.32538 1.61313
*
```


No. 5
Molecular formula: C11H14BCoN7
Method: DFT, wB97M-V/def2-TZVPD

The expectation value of S² is 3.765. For the max |F|, the calculation gives 0.0893 hartree/bohr. The value obtained for the lowest unoccupied orbital energy (spin up / spin down) is 0.641 / 0.062 eV. As for the highest occupied orbital energy (spin up / spin down): -0.25723 / -0.32498 hartree.

```
! wB97M-V def2-TZVPD RIJCOSX def2/J DEFGRID3
* xyz 0 4
H -1.35073 -2.97624 1.59933
N -0.13552 -1.46351 0.70122
B 1.84855 -0.12891 -0.21868
N 1.24887 -1.38498 0.48890
C 1.84057 -2.50689 0.93784
Co -1.22304 0.06688 0.15247
H 2.91060 -2.62055 0.83260
C 0.86277 -3.33857 1.46981
H 1.02079 -4.31023 1.90990
C -0.35733 -2.65756 1.31013
H 3.04266 -0.17581 -0.37454
C -2.37844 1.44073 -0.40831
H -3.39123 1.12540 -0.15562
H -2.33839 1.62376 -1.48777
H -2.18183 2.39588 0.09006
N 1.38932 1.06347 0.67051
N 1.05371 -0.02377 -1.55577
N 0.02309 1.19207 0.94420
N -0.34607 -0.03349 -1.49407
C 2.05772 2.03671 1.31457
C 1.43878 0.01402 -2.84427
H 3.13226 2.08151 1.24037
H 2.49171 -0.02020 -3.08017
C 1.14089 2.81602 2.01362
C 0.29847 0.05100 -3.64922
C -0.11983 2.25991 1.77109
C -0.80064 0.01448 -2.77302
H 1.35089 3.67079 2.62968
H 0.25560 0.08701 -4.72147
H -1.10227 2.58443 2.09162
H -1.86199 0.08191 -2.96733
H -2.25795 -0.50625 1.37229
N -4.29623 -1.49565 1.06710
C -3.26575 -0.96337 1.12293
*
```


No. 6
Molecular formula: C45H26Br2Cl4N4Ru
Method: DFT, wB97M-V/def2-TZVPD

The expectation value of S² is 8.892. For the max |F|, the calculation gives 0.0468 hartree/bohr. The value obtained for the lowest unoccupied orbital energy (spin up / spin down) is -4.147 / -6.116 eV. As for the highest occupied orbital energy (spin up / spin down): -0.31025 / -0.37218 hartree.

```
! wB97M-V def2-TZVPD RIJCOSX def2/J DEFGRID3
* xyz 1 6
Ru -17.67253 -0.93558 10.54040
Cl -17.28193 -5.16095 2.05245
C -17.34354 -4.54976 3.66363
C -17.19479 -3.16248 3.92933
C -17.33066 -2.64072 5.24053
C -17.54251 -3.50136 6.32671
C -17.62270 -4.88198 6.07401
C -17.52810 -5.40200 4.79061
C -17.73835 -2.95083 7.69666
C -16.85077 -3.28359 8.74314
C -15.82622 -4.27341 8.66141
C -15.08377 -4.22097 9.79994
C -15.64482 -3.22429 10.66245
C -15.12444 -2.90213 11.94947
C -13.86825 -3.53192 12.45699
C -13.73069 -4.92384 12.58373
C -12.55737 -5.48615 13.12852
C -11.47382 -4.67869 13.53738
Cl -10.02456 -5.33551 14.20980
C -11.59690 -3.26791 13.35049
C -12.77772 -2.71590 12.84516
C -15.76328 -1.91741 12.77176
N -16.74919 -0.99315 12.38297
C -16.84708 -0.05855 13.42362
C -17.51839 1.20353 13.39625
C -17.18042 2.19806 14.46334
C -18.16648 2.87519 15.21911
C -17.79953 3.82409 16.20565
C -16.44022 4.07291 16.49546
Cl -15.98372 5.17917 17.75932
C -15.46300 3.38908 15.74645
C -15.82328 2.49414 14.74366
C -18.47522 1.48160 12.37442
C -19.24842 2.65721 12.27958
C -20.05342 2.57160 11.18038
C -19.76768 1.34024 10.51236
N -18.79285 0.65932 11.27613
C -20.31968 0.98289 9.24981
C -19.95491 -0.23722 8.60145
C -20.55399 -0.69722 7.40217
C -19.85778 -1.75843 6.94834
C -18.81055 -2.01845 7.89324
N -18.96027 -1.13070 8.94778
C -21.23457 1.91554 8.54297
C -20.92284 2.33619 7.22224
C -21.77910 3.15641 6.48250
C -22.99551 3.58784 7.03865
Cl -24.02472 4.62526 6.12083
C -23.35076 3.10813 8.33201
C -22.45071 2.34628 9.08430
C -16.02092 -0.50123 14.49306
C -15.37509 -1.62409 14.09433
N -16.77372 -2.68470 10.00593
H -17.03246 -2.49223 3.10376
H -17.35712 -1.56400 5.43218
H -17.73892 -5.53729 6.92361
H -17.55992 -6.46985 4.63826
H -15.65282 -4.93931 7.82655
H -14.17624 -4.78785 10.04601
H -14.54950 -5.57207 12.32686
H -12.43607 -6.55741 13.23911
H -10.77347 -2.63889 13.64168
H -12.86656 -1.64886 12.82013
H -19.21045 2.68053 15.03681
H -18.54721 4.33215 16.79369
H -14.41772 3.58018 15.97553
H -15.06644 2.01686 14.14162
H -19.09460 3.48077 12.96812
H -20.78515 3.27922 10.82703
H -21.38460 -0.21435 6.88979
H -20.00238 -2.26680 5.99619
H -20.00558 1.99844 6.75801
H -21.53822 3.46089 5.48244
H -24.32224 3.37257 8.69945
H -22.65979 2.10933 10.12494
H -15.84956 0.03232 15.42689
H -14.61530 -2.17217 14.65662
Br -14.28730 0.74095 10.60136
C -15.23916 1.89961 9.33377
Br -16.54518 1.12568 8.05599
H -14.49679 2.40976 8.71810
H -15.80915 2.58208 9.94790
*
```


Look up the max |F| of the fifth one. 0.0893 hartree/bohr


Which value of max |F| does entry 4 give? 0.0167 hartree/bohr


Which of these has the highest max |F|? C11H14BCoN7


Which formula does entry 1 have? C34H69N11O16P4